# 1
{
  "formula": "C30H65FN2O7S",
  "method": "ωB97M-V with the def2-TZVPD basis set",
  "symbols": ["C", "C", "N", "N", "C", "C", "C", "C", "C", "C", "C", "C", "S", "O", "O", "F", "H", "H", "H", "H", "H", "H", "H", "H", "H", "H", "H", "H", "H", "H", "H", "C", "C", "O", "C", "C", "H", "H", "H", "H", "H", "H", "H", "H", "H", "H", "C", "C", "O", "C", "C", "H", "H", "H", "H", "H", "H", "H", "H", "H", "H", "C", "C", "O", "C", "C", "H", "H", "H", "H", "H", "H", "H", "H", "H", "H", "C", "C", "O", "C", "C", "H", "H", "H", "H", "H", "H", "H", "H", "H", "H", "C", "C", "O", "C", "C", "H", "H", "H", "H", "H", "H", "H", "H", "H", "H"],
  "positions_angstrom": [[0.719, 4.221, 2.700], [-0.154, 2.981, 2.400], [-1.425, 3.335, 1.742], [-1.533, 3.024, 0.383], [-1.957, 1.629, 0.084], [-0.862, 0.605, -0.156], [-0.428, -0.220, 0.872], [0.541, -1.160, 0.688], [1.143, -1.326, -0.550], [2.231, -2.367, -0.691], [0.705, -0.534, -1.578], [-0.275, 0.408, -1.380], [-0.363, 3.648, -0.612], [-0.163, 5.028, -0.355], [-0.765, 3.401, -1.954], [1.029, 2.932, -0.422], [1.426, 3.958, 3.492], [1.229, 4.605, 1.817], [0.079, 5.003, 3.125], [-0.411, 2.583, 3.392], [0.397, 2.192, 1.890], [-1.711, 4.283, 1.942], [-2.561, 1.671, -0.829], [-2.621, 1.282, 0.877], [-0.907, -0.065, 1.838], [0.863, -1.777, 1.522], [2.192, -2.925, -1.629], [3.206, -1.878, -0.587], [2.134, -3.068, 0.142], [1.125, -0.644, -2.575], [-0.587, 1.008, -2.230], [3.030, -4.528, -5.464], [4.090, -4.357, -4.388], [3.672, -4.771, -3.100], [3.313, -6.134, -2.966], [4.446, -7.098, -3.274], [2.101, -4.036, -5.171], [3.374, -4.098, -6.405], [2.802, -5.581, -5.642], [4.335, -3.297, -4.296], [5.018, -4.867, -4.670], [2.432, -6.358, -3.577], [3.011, -6.260, -1.925], [4.736, -7.056, -4.325], [4.141, -8.121, -3.052], [5.328, -6.856, -2.679], [7.012, 5.420, 0.562], [6.076, 4.439, 1.249], [4.722, 4.849, 1.255], [4.117, 5.021, -0.016], [4.082, 3.754, -0.854], [6.898, 6.418, 0.988], [8.048, 5.101, 0.680], [6.806, 5.494, -0.507], [6.365, 4.346, 2.296], [6.171, 3.440, 0.809], [4.603, 5.837, -0.562], [3.094, 5.344, 0.182], [5.084, 3.428, -1.138], [3.513, 3.924, -1.769], [3.617, 2.940, -0.297], [-1.318, -1.130, -4.639], [-0.250, -1.735, -5.535], [-0.095, -3.134, -5.379], [-1.232, -3.925, -5.672], [-1.711, -3.800, -7.109], [-1.137, -1.398, -3.598], [-1.317, -0.043, -4.729], [-2.316, -1.485, -4.902], [0.717, -1.297, -5.283], [-0.438, -1.486, -6.586], [-2.043, -3.703, -4.969], [-0.932, -4.957, -5.485], [-2.088, -2.798, -7.323], [-2.518, -4.508, -7.300], [-0.894, -4.000, -7.804], [-5.117, -1.588, 0.547], [-3.816, -2.031, 1.195], [-3.562, -1.422, 2.450], [-4.525, -1.675, 3.459], [-4.680, -3.144, 3.811], [-5.158, -0.500, 0.475], [-5.204, -2.012, -0.453], [-5.987, -1.911, 1.123], [-2.985, -1.747, 0.547], [-3.778, -3.121, 1.292], [-5.489, -1.236, 3.177], [-4.182, -1.133, 4.342], [-5.089, -3.718, 2.978], [-5.355, -3.259, 4.660], [-3.713, -3.580, 4.068], [-4.155, 2.609, 4.764], [-3.414, 1.793, 5.802], [-2.309, 2.457, 6.387], [-2.604, 3.645, 7.100], [-3.535, 3.434, 8.282], [-3.461, 2.972, 4.002], [-4.922, 2.003, 4.279], [-4.650, 3.482, 5.194], [-3.009, 0.908, 5.308], [-4.095, 1.435, 6.583], [-3.002, 4.408, 6.421], [-1.646, 4.019, 7.463], [-4.531, 3.125, 7.962], [-3.639, 4.360, 8.850], [-3.146, 2.658, 8.943]],
  "orbital_gap_ev": 9.71,
  "e_above_lowest_kj_mol": 0.0,
  "lumo_energy_ev": 0.667
}

---

# 2
{
  "formula": "C30H65N4O3S2",
  "method": "ωB97M-V with the def2-TZVPD basis set",
  "symbols": ["C", "C", "C", "C", "N", "C", "C", "C", "C", "C", "C", "C", "C", "C", "C", "N", "O", "C", "C", "C", "C", "C", "S", "S", "C", "C", "C", "H", "H", "H", "H", "H", "H", "H", "H", "H", "H", "H", "H", "H", "H", "H", "H", "H", "H", "H", "H", "H", "H", "H", "H", "H", "H", "H", "H", "H", "H", "H", "H", "H", "H", "H", "H", "H", "H", "H", "H", "H", "H", "H", "C", "C", "C", "O", "C", "N", "H", "H", "H", "H", "H", "H", "H", "H", "H", "H", "H", "C", "C", "C", "O", "C", "N", "H", "H", "H", "H", "H", "H", "H", "H", "H", "H", "H"],
  "positions_angstrom": [[5.852, -1.877, 2.243], [6.339, -2.892, 1.205], [6.596, -2.268, -0.175], [5.399, -2.338, -1.120], [4.417, -1.289, -0.828], [3.036, -1.742, -0.637], [2.416, -2.554, -1.772], [1.064, -3.147, -1.365], [-0.063, -2.112, -1.479], [-1.410, -2.444, -0.807], [-2.033, -3.662, -1.514], [-1.290, -2.792, 0.688], [-1.130, -1.600, 1.690], [-2.266, -1.535, 2.741], [0.183, -1.765, 2.447], [-1.053, -0.310, 0.921], [0.130, 0.093, 0.670], [-2.068, 0.010, -0.141], [-1.476, 1.101, -1.032], [-3.380, 0.568, 0.428], [-2.377, -1.264, -0.971], [4.486, -0.124, -1.629], [4.308, -0.075, -3.235], [4.846, 1.383, -0.704], [3.199, 1.757, 0.003], [3.336, 2.114, 1.492], [3.122, 0.902, 2.401], [6.660, -1.201, 2.538], [5.475, -2.368, 3.146], [5.048, -1.260, 1.823], [7.254, -3.370, 1.572], [5.590, -3.692, 1.102], [7.455, -2.744, -0.661], [6.837, -1.205, -0.032], [5.728, -2.272, -2.165], [4.891, -3.305, -1.002], [3.022, -2.338, 0.289], [2.432, -0.852, -0.433], [2.287, -1.928, -2.665], [3.107, -3.363, -2.052], [1.146, -3.541, -0.344], [0.842, -4.003, -2.013], [0.297, -1.143, -1.123], [-0.268, -1.982, -2.554], [-1.490, -4.582, -1.264], [-3.074, -3.800, -1.202], [-2.008, -3.548, -2.604], [-2.195, -3.356, 0.952], [-0.454, -3.480, 0.843], [-2.860, -2.452, 2.745], [-2.932, -0.699, 2.589], [-1.843, -1.413, 3.745], [0.407, -0.874, 3.038], [0.072, -2.618, 3.127], [1.018, -1.966, 1.772], [-2.259, 1.416, -1.732], [-0.624, 0.741, -1.611], [-1.165, 1.966, -0.442], [-3.979, -0.186, 0.935], [-3.985, 0.921, -0.416], [-3.209, 1.411, 1.105], [-2.397, -0.962, -2.028], [-3.386, -1.624, -0.733], [2.753, 2.568, -0.579], [2.576, 0.869, -0.126], [4.330, 2.535, 1.682], [2.601, 2.891, 1.722], [3.358, 1.140, 3.444], [2.088, 0.554, 2.353], [3.766, 0.066, 2.102], [-5.487, -0.637, -5.755], [-5.588, -1.160, -4.327], [-5.911, -0.080, -3.288], [-4.822, 0.763, -2.963], [-4.604, 1.860, -3.828], [-4.372, -1.910, -4.006], [-4.548, -0.105, -5.916], [-5.513, -1.468, -6.457], [-6.310, 0.041, -5.991], [-6.421, -1.869, -4.289], [-6.179, -0.578, -2.352], [-6.772, 0.524, -3.603], [-5.551, 2.257, -4.206], [-3.968, 1.598, -4.678], [-4.103, 2.635, -3.248], [-4.473, -2.373, -3.109], [-3.611, -1.248, -3.881], [-1.259, 5.915, 4.319], [-0.639, 5.953, 2.926], [-0.459, 4.571, 2.287], [0.617, 3.816, 2.806], [0.346, 3.084, 3.985], [0.603, 6.724, 2.978], [-0.533, 5.591, 5.065], [-1.593, 6.912, 4.603], [-2.115, 5.239, 4.356], [-1.327, 6.497, 2.270], [-0.230, 4.712, 1.227], [-1.389, 3.990, 2.352], [-0.687, 2.719, 3.991], [0.515, 3.675, 4.888], [1.021, 2.229, 3.997], [0.960, 6.870, 2.039], [1.309, 6.166, 3.449]],
  "orbital_gap_ev": 7.57,
  "spin_multiplicity": 2,
  "s2": 0.754,
  "lumo_energy_ev": -0.220
}

---

# 3
{
  "formula": "C30H66F4N9O15P3",
  "method": "ωB97M-V with the def2-TZVPD basis set",
  "symbols": ["C", "C", "O", "C", "O", "O", "F", "H", "H", "H", "C", "C", "O", "C", "O", "O", "F", "H", "H", "H", "C", "C", "O", "C", "O", "O", "F", "H", "H", "H", "C", "C", "O", "C", "O", "O", "F", "H", "H", "H", "O", "P", "N", "C", "C", "N", "C", "C", "N", "C", "C", "H", "H", "H", "H", "H", "H", "H", "H", "H", "H", "H", "H", "H", "H", "H", "H", "H", "H", "O", "P", "N", "C", "C", "N", "C", "C", "N", "C", "C", "H", "H", "H", "H", "H", "H", "H", "H", "H", "H", "H", "H", "H", "H", "H", "H", "H", "H", "O", "P", "N", "C", "C", "N", "C", "C", "N", "C", "C", "H", "H", "H", "H", "H", "H", "H", "H", "H", "H", "H", "H", "H", "H", "H", "H", "H", "H"],
  "positions_angstrom": [[2.322, 3.772, 1.872], [1.893, 3.029, 3.160], [2.573, 1.868, 3.161], [2.930, 1.607, 1.917], [3.505, 0.577, 1.608], [2.767, 2.659, 1.151], [0.663, 2.715, 3.202], [3.169, 4.411, 2.122], [1.549, 4.316, 1.328], [2.117, 3.593, 4.065], [-1.742, -2.854, 4.800], [-2.991, -2.025, 5.018], [-2.525, -0.664, 4.861], [-1.169, -0.685, 4.807], [-0.437, 0.265, 4.586], [-0.706, -1.984, 5.130], [-3.551, -2.161, 6.222], [-1.621, -3.102, 3.746], [-1.758, -3.725, 5.456], [-3.748, -2.142, 4.243], [-0.037, -0.049, 1.187], [0.592, -1.358, 1.454], [0.580, -1.896, 0.173], [0.771, -0.911, -0.722], [1.149, -1.044, -1.914], [0.534, 0.257, -0.092], [-0.173, -2.109, 2.175], [0.099, 0.669, 1.996], [-1.111, -0.228, 1.129], [1.630, -1.343, 1.786], [-2.417, 4.057, 2.489], [-3.983, 4.051, 2.543], [-4.217, 2.724, 2.928], [-3.149, 1.944, 2.490], [-3.189, 0.745, 2.299], [-2.092, 2.745, 2.161], [-4.429, 4.322, 1.335], [-2.000, 4.307, 3.465], [-2.105, 4.864, 1.827], [-4.300, 4.763, 3.305], [7.420, -2.638, -1.851], [6.035, -2.779, -2.367], [4.839, -2.801, -1.151], [4.936, -2.008, 0.079], [3.634, -3.681, -1.221], [5.781, -4.280, -3.206], [6.343, -5.438, -2.630], [5.766, -4.336, -4.672], [5.573, -1.552, -3.465], [6.312, -0.255, -3.436], [4.159, -1.318, -3.878], [5.456, -2.541, 0.876], [3.959, -1.707, 0.456], [5.380, -1.045, -0.174], [2.963, -3.423, -0.401], [3.835, -4.747, -1.116], [3.176, -3.620, -2.208], [5.881, -5.676, -1.672], [6.035, -6.328, -3.179], [7.416, -5.256, -2.558], [5.518, -3.385, -5.143], [6.781, -4.529, -5.020], [5.065, -5.139, -4.903], [6.092, 0.406, -4.274], [6.204, 0.242, -2.472], [7.375, -0.492, -3.457], [3.551, -2.209, -4.034], [4.026, -0.750, -4.799], [3.711, -0.793, -3.034], [-0.352, 5.959, 0.296], [0.072, 5.854, -1.127], [1.665, 6.186, -1.481], [2.328, 7.041, -0.512], [2.209, 6.477, -2.858], [-0.774, 6.961, -2.154], [-1.033, 6.618, -3.599], [-0.941, 8.365, -1.743], [-0.166, 4.240, -1.816], [-1.519, 3.701, -1.896], [0.730, 3.082, -1.562], [3.393, 6.908, -0.699], [1.993, 6.791, 0.494], [2.200, 8.112, -0.668], [1.909, 5.769, -3.631], [3.296, 6.493, -2.786], [1.904, 7.445, -3.256], [-0.609, 5.691, -3.984], [-2.079, 6.411, -3.825], [-0.777, 7.436, -4.272], [-1.666, 8.525, -0.945], [0.043, 8.678, -1.394], [-1.132, 9.034, -2.582], [-1.685, 2.859, -2.568], [-1.692, 3.421, -0.857], [-2.236, 4.479, -2.158], [0.585, 2.291, -2.297], [0.647, 2.700, -0.544], [1.728, 3.473, -1.759], [-4.294, -4.754, 3.168], [-4.560, -4.466, 1.716], [-3.116, -4.189, 0.856], [-3.148, -3.643, -0.551], [-1.891, -4.885, 1.269], [-5.527, -3.029, 1.430], [-4.972, -1.682, 1.330], [-6.928, -3.026, 1.717], [-5.383, -5.728, 0.982], [-5.575, -5.704, -0.463], [-5.881, -6.852, 1.653], [-3.017, -4.487, -1.228], [-2.381, -2.886, -0.712], [-4.074, -3.155, -0.852], [-1.093, -4.651, 0.565], [-1.927, -5.972, 1.194], [-1.679, -4.667, 2.315], [-5.704, -1.020, 0.866], [-4.753, -1.233, 2.299], [-4.160, -1.586, 0.608], [-7.437, -2.221, 1.186], [-7.321, -4.030, 1.555], [-6.961, -2.835, 2.789], [-5.845, -4.689, -0.756], [-4.612, -5.769, -0.970], [-6.319, -6.408, -0.836], [-5.949, -6.551, 2.698], [-5.252, -7.723, 1.471], [-6.898, -7.059, 1.319]],
  "orbital_gap_ev": [6.60, 1.56],
  "spin_multiplicity": 2,
  "s2": 0.758,
  "lumo_energy_ev": [-2.724, -7.766],
  "charge": 1
}

---

# 4
{
  "formula": "C30H67N2O9P",
  "method": "ωB97M-V with the def2-TZVPD basis set",
  "symbols": ["C", "C", "N", "C", "P", "C", "O", "O", "C", "C", "C", "N", "C", "C", "H", "H", "H", "H", "H", "H", "H", "H", "H", "H", "H", "C", "C", "C", "O", "H", "H", "H", "H", "H", "H", "H", "H", "C", "C", "C", "O", "H", "H", "H", "H", "H", "H", "H", "H", "C", "C", "C", "O", "H", "H", "H", "H", "H", "H", "H", "H", "C", "C", "C", "O", "H", "H", "H", "H", "H", "H", "H", "H", "C", "C", "C", "O", "H", "H", "H", "H", "H", "H", "H", "H", "C", "C", "C", "O", "H", "H", "H", "H", "H", "H", "H", "H", "C", "C", "C", "O", "H", "H", "H", "H", "H", "H", "H", "H"],
  "positions_angstrom": [[-3.438, 5.667, -2.267], [-2.193, 4.707, -2.821], [-2.342, 3.880, -3.942], [-0.724, 4.654, -2.088], [-0.942, 3.658, -0.469], [0.733, 3.147, 0.364], [1.758, 2.587, -0.286], [0.855, 3.410, 1.832], [-1.961, 2.051, -0.652], [-1.462, 0.678, -1.370], [-2.445, -0.586, -1.440], [-3.819, -0.813, -0.913], [-4.218, 0.455, -0.242], [-3.469, 1.860, -0.067], [-4.305, 5.725, -3.081], [-3.870, 5.227, -1.246], [-3.040, 6.760, -2.030], [-1.435, 3.365, -4.058], [0.141, 4.213, -2.741], [-0.441, 5.758, -1.772], [-1.626, 4.500, 0.489], [-0.389, 0.623, -1.855], [-2.008, -1.534, -2.025], [-5.305, 0.399, 0.254], [-4.000, 2.758, 0.482], [0.602, -4.985, -0.105], [-0.020, -3.628, 0.181], [0.265, -3.177, 1.605], [-1.430, -3.703, -0.017], [0.191, -5.753, 0.560], [0.378, -5.303, -1.129], [1.688, -4.957, 0.023], [0.371, -2.887, -0.525], [-0.158, -3.881, 2.331], [-0.199, -2.204, 1.801], [1.341, -3.094, 1.785], [-1.786, -4.358, 0.606], [2.112, -4.402, -4.188], [2.236, -3.314, -3.133], [3.253, -2.260, -3.541], [2.633, -3.899, -1.895], [3.067, -4.920, -4.331], [1.386, -5.160, -3.875], [1.793, -3.986, -5.148], [1.261, -2.842, -2.975], [4.249, -2.703, -3.661], [3.341, -1.490, -2.767], [2.969, -1.780, -4.482], [3.498, -4.321, -2.027], [0.098, -0.294, 4.628], [1.533, 0.144, 4.875], [1.592, 1.536, 5.484], [2.248, 0.137, 3.642], [-0.402, 0.382, 3.925], [0.072, -1.292, 4.179], [-0.474, -0.314, 5.561], [2.026, -0.571, 5.544], [1.144, 2.276, 4.811], [2.631, 1.843, 5.644], [1.064, 1.571, 6.442], [1.818, 0.768, 3.042], [6.501, -8.034, -4.513], [5.147, -7.458, -4.896], [4.503, -8.257, -6.017], [5.311, -6.105, -5.314], [7.193, -8.006, -5.362], [6.959, -7.441, -3.713], [6.407, -9.069, -4.171], [4.488, -7.453, -4.021], [5.124, -8.238, -6.920], [3.535, -7.824, -6.291], [4.349, -9.299, -5.721], [5.895, -6.099, -6.091], [-1.598, 6.649, 5.347], [-1.115, 5.421, 6.102], [0.396, 5.432, 6.270], [-1.503, 4.248, 5.392], [-1.166, 6.686, 4.341], [-2.686, 6.622, 5.223], [-1.329, 7.569, 5.877], [-1.595, 5.382, 7.086], [0.898, 5.425, 5.297], [0.730, 4.536, 6.805], [0.725, 6.315, 6.827], [-1.082, 4.274, 4.517], [-1.183, 9.957, -3.514], [-0.701, 8.728, -2.759], [0.810, 8.739, -2.591], [-1.089, 7.555, -3.469], [-0.751, 9.993, -4.520], [-2.271, 9.929, -3.638], [-0.914, 10.876, -2.984], [-1.180, 8.689, -1.775], [1.313, 8.732, -3.564], [1.144, 7.843, -2.057], [1.139, 9.622, -2.034], [-0.667, 7.581, -4.344], [-3.805, -4.891, 3.638], [-4.120, -6.121, 2.802], [-4.662, -7.252, 3.661], [-2.935, -6.558, 2.140], [-3.041, -5.114, 4.391], [-3.404, -4.090, 3.008], [-4.700, -4.521, 4.148], [-4.851, -5.863, 2.028], [-3.928, -7.558, 4.415], [-4.872, -8.135, 3.048], [-5.583, -6.953, 4.172], [-2.280, -6.789, 2.819]],
  "orbital_gap_ev": 7.72,
  "e_above_lowest_kj_mol": 1025.1,
  "lumo_energy_ev": -1.278
}